# 1
BrH3P2 | ωB97M-V/def2-TZVPD

Orbital gap = 7.1341 eV
DFT total energy = -3258.4335 Eh
E_HOMO = -9.70 eV

Structure (ORCA input):
```
! RIJCOSX wB97M-V def2-TZVPD def2/J DEFGRID3
* xyz 0 1
P -0.728 0.942 0.089
P 0.005 -1.113 0.006
Br 2.764 0.202 0.143
H -0.147 0.924 -1.335
H -2.041 0.409 -0.257
H 0.148 -1.364 1.354
*
```

How is the electron density shared among the atoms? According to natural (NBO), the charges in e are: number 1, P, carries 0.032; number 2, P, carries 0.422; number 3, Br, carries -0.425; number 4, H, carries 0.037; number 5, H, carries -0.010; number 6, H, carries -0.057



# 2
BrH4N2OP | ωB97M-V/def2-TZVPD

Orbital gap = 10.6474 eV
DFT total energy = -3102.5484 Eh
E_HOMO = -10.36 eV

Structure (ORCA input):
```
! RIJCOSX wB97M-V def2-TZVPD def2/J DEFGRID3
* xyz 0 1
N 1.963 -0.705 -0.446
N -0.115 0.941 0.226
O -0.314 -1.659 0.504
P 0.542 -0.575 0.131
Br -3.435 -0.344 -0.137
H 2.210 -1.659 -0.336
H -1.116 0.886 0.231
H 0.363 1.809 0.145
H -2.938 -1.434 0.767
*
```

How is the electron density shared among the atoms? According to natural (NBO), the charges in e are: number 1, N, carries -1.234; number 2, N, carries -1.191; number 3, O, carries -1.061; number 4, P, carries 2.232; number 5, Br, carries -0.243; number 6, H, carries 0.383; number 7, H, carries 0.430; number 8, H, carries 0.432; number 9, H, carries 0.253



# 3
BrH4N2OP | ωB97M-V/def2-TZVPD

Orbital gap (spin up / spin down) = 5.8773 / 6.1223 eV
DFT total energy = -3102.3502 Eh
E_HOMO (spin up / spin down) = -5.53 / -10.39 eV

Structure (ORCA input):
```
! RIJCOSX wB97M-V def2-TZVPD def2/J DEFGRID3
* xyz 0 3
N -1.216 -0.261 -1.934
N 0.968 -0.625 -0.394
O -0.856 0.852 0.586
P -0.467 0.076 -0.632
Br 0.843 0.707 3.045
H -2.000 0.354 -2.050
H 1.673 -0.219 0.244
H 1.104 -1.376 -0.966
H -0.049 0.492 2.100
*
```

How is the electron density shared among the atoms? According to natural (NBO), the charges in e are: number 1, N, carries -0.750; number 2, N, carries -1.153; number 3, O, carries -0.988; number 4, P, carries 1.675; number 5, Br, carries -0.246; number 6, H, carries 0.384; number 7, H, carries 0.461; number 8, H, carries 0.403; number 9, H, carries 0.214



# 4
BrHN2 | ωB97M-V/def2-TZVPD

Orbital gap (spin up / spin down) = 7.6212 / 7.6192 eV
DFT total energy = -2683.7716 Eh
E_HOMO (spin up / spin down) = -9.14 / -9.14 eV

Structure (ORCA input):
```
! RIJCOSX wB97M-V def2-TZVPD def2/J DEFGRID3
* xyz 0 1
N 0.795 -0.472 0.325
N -1.594 0.807 -1.398
Br -0.537 0.205 -0.148
H 1.336 -0.540 1.221
*
```

How is the electron density shared among the atoms? According to natural (NBO), the charges in e are: number 1, N, carries -1.099; number 2, N, carries -0.608; number 3, Br, carries 1.269; number 4, H, carries 0.438



# 5
BrLi2 | ωB97M-V/def2-TZVPD

Orbital gap = 9.3883 eV
DFT total energy = -2588.7729 Eh
E_HOMO = -15.60 eV

Structure (ORCA input):
```
! RIJCOSX wB97M-V def2-TZVPD def2/J DEFGRID3
* xyz 1 1
Li -0.917 0.034 -0.007
Li 0.743 -0.535 1.093
Br 0.174 0.501 -1.086
*
```

How is the electron density shared among the atoms? According to natural (NBO), the charges in e are: number 1, Li, carries 0.885; number 2, Li, carries 0.929; number 3, Br, carries -0.813



# 6
BrMn | ωB97M-V/def2-TZVPD

Orbital gap (spin up / spin down) = 9.6631 / 7.3258 eV
DFT total energy = -3724.1299 Eh
E_HOMO (spin up / spin down) = -23.20 / -22.81 eV

Structure (ORCA input):
```
! RIJCOSX wB97M-V def2-TZVPD def2/J DEFGRID3
* xyz 2 7
Mn 1.238 0.279 0.114
Br -1.238 -0.279 -0.114
*
```

How is the electron density shared among the atoms? According to natural (NBO), the charges in e are: number 1, Mn, carries 1.763; number 2, Br, carries 0.237



# 7
BrNa3 | ωB97M-V/def2-TZVPD

Orbital gap = 6.9553 eV
DFT total energy = -3060.3287 Eh
E_HOMO = -17.35 eV

Structure (ORCA input):
```
! RIJCOSX wB97M-V def2-TZVPD def2/J DEFGRID3
* xyz 2 1
Na -0.705 0.519 -0.229
Na -0.229 2.509 -0.009
Na -0.493 -2.375 -0.633
Br 1.428 -0.652 0.872
*
```

How is the electron density shared among the atoms? According to natural (NBO), the charges in e are: number 1, Na, carries 0.851; number 2, Na, carries 0.986; number 3, Na, carries 0.970; number 4, Br, carries -0.807



# 8
C104H120F24N18O24S8 | ωB97M-V/def2-TZVPD

Orbital gap = 6.1370 eV
DFT total energy = -12405.8984 Eh
E_HOMO = -17.61 eV

Structure (ORCA input):
```
! RIJCOSX wB97M-V def2-TZVPD def2/J DEFGRID3
* xyz 8 1
C 0.885 -6.838 -0.871
C 0.546 -5.346 -0.738
N -0.222 -4.886 -1.881
C -1.585 -4.807 -1.902
C -2.008 -4.589 -3.116
N -0.835 -4.429 -3.888
C 0.244 -4.605 -3.097
C -0.877 -4.015 -5.280
H 1.182 -7.047 -2.002
H 0.023 -7.470 -0.627
H 1.745 -7.022 -0.212
H 1.389 -4.729 -0.693
H 0.016 -5.038 0.205
H -2.136 -5.152 -1.059
H -2.911 -4.472 -3.572
H 1.257 -4.575 -3.444
H -1.891 -4.282 -5.633
H -0.046 -4.334 -5.892
H -0.865 -2.900 -5.231
C 8.735 3.032 1.086
C 8.724 4.510 0.848
N 9.861 5.363 1.239
C 10.918 5.673 0.404
C 11.579 6.713 0.997
N 10.955 6.945 2.191
C 9.900 6.152 2.296
C 11.238 8.040 3.103
H 8.818 2.857 2.166
H 9.561 2.554 0.500
H 7.800 2.626 0.750
H 7.886 4.874 1.419
H 8.473 4.715 -0.212
H 10.991 5.295 -0.595
H 12.422 7.285 0.642
H 9.093 6.163 3.038
H 11.632 8.852 2.492
H 12.057 7.768 3.827
H 10.343 8.369 3.585
C -8.020 9.968 -0.915
N -8.364 11.405 -1.125
C -8.324 12.072 -2.267
C -8.646 13.455 -2.254
C -9.032 14.146 -1.152
C -9.115 13.361 0.005
C -8.722 12.045 0.006
C -9.232 15.596 -1.162
C -9.064 16.312 -0.023
C -9.272 17.679 -0.094
N -9.735 18.305 -1.170
C -9.870 17.639 -2.308
C -9.626 16.309 -2.300
C -10.009 19.793 -1.237
H -7.455 9.572 -1.728
H -8.967 9.394 -0.761
H -7.287 9.980 -0.079
H -8.109 11.522 -3.142
H -8.490 14.025 -3.163
H -9.433 13.704 0.996
H -8.711 11.383 0.817
H -8.778 15.903 0.908
H -9.095 18.257 0.815
H -10.373 18.123 -3.132
H -9.627 15.779 -3.267
H -11.093 19.992 -1.303
H -9.413 20.107 -2.157
H -9.504 20.341 -0.405
C 10.337 -3.568 5.231
N 9.590 -4.765 5.813
C 9.940 -5.166 7.025
C 9.287 -6.237 7.636
C 8.406 -6.993 6.951
C 8.014 -6.586 5.692
C 8.648 -5.457 5.131
C 7.726 -8.137 7.620
C 7.318 -8.137 8.991
C 6.749 -9.247 9.530
N 6.709 -10.447 8.848
C 7.115 -10.487 7.604
C 7.523 -9.317 6.943
C 5.982 -11.515 9.593
H 10.761 -3.802 4.271
H 11.164 -3.363 5.908
H 9.702 -2.728 5.248
H 10.695 -4.609 7.519
H 9.520 -6.474 8.637
H 7.222 -7.124 5.185
H 8.528 -5.080 4.113
H 7.452 -7.257 9.559
H 6.552 -9.320 10.566
H 7.035 -11.331 6.992
H 7.607 -9.532 5.873
H 5.210 -10.896 10.069
H 6.677 -12.006 10.258
H 5.609 -12.253 8.954
C 8.354 -5.659 -2.764
N 9.400 -5.631 -3.709
C 9.187 -5.359 -5.002
C 10.210 -5.388 -5.985
C 11.446 -5.760 -5.579
C 11.596 -6.135 -4.215
C 10.649 -6.058 -3.264
C 12.626 -6.025 -6.441
C 13.856 -5.544 -6.078
C 14.932 -5.781 -7.015
N 14.728 -6.436 -8.190
C 13.538 -6.975 -8.469
C 12.506 -6.743 -7.613
C 15.846 -6.634 -9.075
H 7.668 -4.880 -2.984
H 8.831 -5.415 -1.773
H 7.820 -6.590 -2.797
H 8.240 -4.905 -5.308
H 10.001 -5.174 -7.012
H 12.497 -6.550 -3.823
H 10.765 -6.171 -2.192
H 14.182 -4.927 -5.251
H 15.912 -5.293 -6.785
H 13.582 -7.568 -9.407
H 11.522 -7.178 -7.822
H 16.725 -6.403 -8.613
H 15.779 -5.981 -9.949
H 15.840 -7.678 -9.466
C -11.328 -4.249 6.769
N -10.451 -3.685 5.790
C -10.768 -3.714 4.489
C -9.877 -3.127 3.600
C -8.667 -2.550 4.011
C -8.366 -2.664 5.338
C -9.255 -3.237 6.192
C -7.792 -1.843 3.000
C -7.845 -2.204 1.667
C -7.232 -1.441 0.704
N -6.475 -0.357 1.073
C -6.203 -0.165 2.372
C -6.866 -0.889 3.305
C -6.065 0.584 -0.037
H -10.956 -5.260 7.085
H -12.309 -4.330 6.314
H -11.500 -3.540 7.601
H -11.712 -4.125 4.229
H -10.094 -3.200 2.522
H -7.435 -2.270 5.766
H -9.242 -3.167 7.252
H -8.295 -3.146 1.307
H -7.267 -1.597 -0.387
H -5.557 0.629 2.714
H -6.833 -0.556 4.303
H -5.461 0.074 -0.770
H -5.584 1.520 0.323
H -6.928 0.794 -0.624
C 4.380 -4.588 1.521
N 3.247 -3.827 1.043
C 2.192 -3.631 1.902
C 1.143 -2.746 1.604
C 1.264 -1.980 0.450
C 2.357 -2.215 -0.419
C 3.345 -3.066 -0.057
C 0.275 -0.901 0.146
C -1.101 -1.016 0.249
C -1.935 0.033 -0.122
N -1.417 1.156 -0.662
C -0.140 1.251 -0.898
C 0.730 0.269 -0.438
C -2.332 2.154 -1.239
H 4.009 -5.308 2.230
H 5.094 -3.856 1.928
H 4.963 -5.096 0.723
H 2.293 -4.129 2.825
H 0.275 -2.660 2.227
H 2.512 -1.539 -1.252
H 4.231 -3.122 -0.655
H -1.573 -1.947 0.680
H -3.015 0.103 -0.016
H 0.230 2.109 -1.433
H 1.759 0.571 -0.641
H -2.353 1.980 -2.303
H -1.995 3.067 -0.875
H -3.371 2.028 -0.823
C -7.468 5.608 -7.736
N -8.791 5.095 -8.100
C -9.824 5.837 -7.691
C -11.127 5.490 -8.085
C -11.329 4.393 -8.955
C -10.186 3.586 -9.263
C -8.922 4.030 -8.946
C -12.786 3.989 -9.195
C -13.091 2.697 -9.617
C -14.402 2.473 -9.892
N -15.409 3.388 -9.703
C -15.057 4.615 -9.293
C -13.783 4.985 -9.086
C -16.782 3.004 -10.090
H -7.447 6.651 -8.074
H -6.627 5.142 -8.194
H -7.374 5.699 -6.674
H -9.643 6.694 -7.062
H -11.986 6.026 -7.669
H -10.316 2.686 -9.822
H -7.977 3.533 -9.212
H -12.300 1.899 -9.683
H -14.832 1.510 -10.369
H -15.891 5.340 -9.291
H -13.487 6.031 -8.899
H -16.802 2.901 -11.219
H -17.488 3.747 -9.771
H -17.068 2.099 -9.515
C 0.565 -5.099 7.085
N 0.791 -3.739 6.441
C 1.961 -3.330 6.012
C 2.184 -2.046 5.504
C 1.073 -1.184 5.306
C -0.169 -1.733 5.658
C -0.315 -3.007 6.271
C 1.092 0.207 4.751
C 0.307 0.709 3.726
C 0.443 2.018 3.286
N 1.199 2.855 3.955
C 1.938 2.450 5.024
C 1.891 1.108 5.383
C 1.260 4.247 3.539
H 0.309 -4.923 8.136
H 1.492 -5.612 7.050
H -0.225 -5.678 6.562
H 2.795 -3.957 6.307
H 3.245 -1.860 5.315
H -1.061 -1.173 5.410
H -1.233 -3.461 6.683
H -0.457 0.108 3.200
H -0.179 2.424 2.487
H 2.662 3.113 5.498
H 2.610 0.809 6.116
H 2.289 4.484 3.177
H 0.949 4.980 4.366
H 0.529 4.431 2.727
C 4.897 -0.136 2.764
F 5.772 0.171 3.712
F 5.412 -1.157 2.060
F 3.812 -0.624 3.451
S 4.326 1.202 1.561
O 4.052 0.518 0.339
O 3.209 1.770 2.296
O 5.479 2.061 1.452
C -3.765 -3.591 4.204
F -4.825 -4.262 3.648
F -4.246 -2.851 5.177
F -2.828 -4.428 4.596
S -2.891 -2.660 2.859
O -3.930 -1.929 2.208
O -1.921 -1.867 3.625
O -2.287 -3.802 2.146
C -3.260 3.023 4.264
F -2.090 3.288 4.828
F -3.984 2.072 4.939
F -3.960 4.162 4.386
S -3.057 2.515 2.497
O -2.668 1.089 2.576
O -4.333 2.684 1.873
O -1.952 3.335 2.069
C 4.336 -8.016 4.149
F 3.458 -9.007 4.214
F 5.578 -8.476 4.504
F 4.408 -7.575 2.878
S 3.821 -6.622 5.247
O 2.617 -5.988 4.682
O 3.610 -7.203 6.557
O 4.974 -5.737 5.134
C 9.173 -2.810 1.368
F 9.145 -2.148 2.527
F 8.136 -2.361 0.648
F 10.325 -2.433 0.803
S 9.016 -4.643 1.528
O 10.184 -5.026 2.329
O 7.709 -4.898 2.160
O 9.119 -4.923 0.103
C 3.834 -4.610 -4.858
F 3.472 -5.815 -5.250
F 4.671 -4.051 -5.710
F 2.761 -3.794 -4.858
S 4.527 -4.660 -3.137
O 5.464 -5.749 -3.365
O 4.972 -3.342 -2.768
O 3.413 -5.035 -2.261
C -4.916 -0.293 -3.541
F -6.182 -0.700 -3.277
F -4.901 0.052 -4.832
F -4.694 0.844 -2.887
S -3.715 -1.584 -3.047
O -4.138 -1.584 -1.655
O -4.002 -2.766 -3.832
O -2.452 -0.928 -3.396
C -7.894 9.572 -6.670
F -6.650 10.089 -6.607
F -8.751 10.599 -6.673
F -8.104 8.868 -7.770
S -8.101 8.554 -5.178
O -8.048 9.608 -4.157
O -9.427 7.952 -5.311
O -7.008 7.645 -5.225
*
```

Mulliken population analysis, charges in e, atoms 1 to 99: number 1, C, carries -1.266; number 2, C, carries 0.873; number 3, N, carries 0.628; number 4, C, carries -0.726; number 5, C, carries -1.553; number 6, N, carries 0.336; number 7, C, carries -0.281; number 8, C, carries -0.728; number 9, H, carries 0.226; number 10, H, carries 0.408; number 11, H, carries 0.397; number 12, H, carries -0.938; number 13, H, carries 0.242; number 14, H, carries 0.748; number 15, H, carries 1.264; number 16, H, carries 0.404; number 17, H, carries 0.309; number 18, H, carries 0.339; number 19, H, carries 0.284; number 20, C, carries -0.855; number 21, C, carries -0.639; number 22, N, carries 0.235; number 23, C, carries -0.418; number 24, C, carries -0.308; number 25, N, carries 0.115; number 26, C, carries -0.016; number 27, C, carries -0.831; number 28, H, carries 0.301; number 29, H, carries 0.321; number 30, H, carries 0.231; number 31, H, carries 0.323; number 32, H, carries 0.368; number 33, H, carries 0.425; number 34, H, carries 0.440; number 35, H, carries 0.329; number 36, H, carries 0.356; number 37, H, carries 0.290; number 38, H, carries 0.350; number 39, C, carries -0.957; number 40, N, carries 0.042; number 41, C, carries -0.644; number 42, C, carries -0.820; number 43, C, carries 1.248; number 44, C, carries -0.773; number 45, C, carries -0.321; number 46, C, carries 1.214; number 47, C, carries -0.718; number 48, C, carries -0.289; number 49, N, carries 0.022; number 50, C, carries -0.431; number 51, C, carries -0.580; number 52, C, carries -0.851; number 53, H, carries 0.328; number 54, H, carries 0.315; number 55, H, carries 0.433; number 56, H, carries 0.831; number 57, H, carries 0.355; number 58, H, carries 0.417; number 59, H, carries 0.567; number 60, H, carries 0.442; number 61, H, carries 0.381; number 62, H, carries 0.489; number 63, H, carries 0.298; number 64, H, carries 0.317; number 65, H, carries 0.402; number 66, H, carries 0.330; number 67, C, carries -0.810; number 68, N, carries 0.210; number 69, C, carries -0.405; number 70, C, carries -0.794; number 71, C, carries 1.311; number 72, C, carries -0.548; number 73, C, carries -0.386; number 74, C, carries 0.740; number 75, C, carries -0.775; number 76, C, carries -0.571; number 77, N, carries -0.010; number 78, C, carries -0.325; number 79, C, carries -0.439; number 80, C, carries -0.914; number 81, H, carries 0.323; number 82, H, carries 0.312; number 83, H, carries 0.361; number 84, H, carries 0.396; number 85, H, carries 0.598; number 86, H, carries 0.228; number 87, H, carries 0.379; number 88, H, carries 0.560; number 89, H, carries 0.580; number 90, H, carries 0.447; number 91, H, carries 0.370; number 92, H, carries 0.401; number 93, H, carries 0.321; number 94, H, carries 0.396; number 95, C, carries -0.454; number 96, N, carries 0.222; number 97, C, carries 0.158; number 98, C, carries -0.896; number 99, C, carries 0.738